Arrangement P

Formula: C4H12N2O2
Source: OMol25
Level of theory: ωB97M-V/def2-TZVPD

Positions of all 20 atoms, in Å:
C (0.74, -3.48, -0.65)
N (0.26, -2.11, -0.59)
C (0.79, -1.29, 0.55)
C (0.40, 0.19, 0.30)
N (1.14, 1.17, 1.11)
C (1.51, 2.38, 0.72)
O (1.30, 2.83, -0.45)
H (1.80, -3.43, -0.35)
H (0.69, -3.82, -1.70)
H (0.23, -4.22, -0.02)
H (0.81, -1.66, -1.33)
H (1.90, -1.20, 0.61)
H (0.43, -1.66, 1.52)
H (0.52, 0.39, -0.79)
H (-0.68, 0.27, 0.53)
H (1.25, 0.86, 2.07)
H (1.90, 2.95, 1.60)
O (-5.21, 4.07, -1.35)
H (-5.55, 3.76, -0.48)
H (-4.23, 4.01, -1.28)

Summary:
2S+1: 1
Total charge: 0
Orbital gap: 10.2552 eV
Structure (SMILES): CNCCNC=O.O


Arrangement Q

Formula: C4H12N2O2
Source: OMol25
Level of theory: ωB97M-V/def2-TZVPD

Positions of all 20 atoms, in Å:
N (1.69, -1.56, 2.60)
C (0.81, -1.09, 1.67)
O (-0.16, -0.34, 2.12)
O (1.00, -1.41, 0.48)
H (1.34, -1.59, 3.56)
H (2.26, -2.34, 2.35)
C (-1.19, 0.25, -0.87)
C (0.08, 1.10, -1.02)
C (0.86, 0.74, -2.28)
N (-1.84, 0.38, 0.45)
H (-1.91, 0.52, -1.63)
H (-0.90, -0.83, -0.97)
H (0.72, 0.95, -0.14)
H (-0.20, 2.16, -1.02)
H (1.17, -0.33, -2.27)
H (0.26, 0.91, -3.21)
H (1.77, 1.34, -2.37)
H (-0.92, 0.00, 1.36)
H (-2.11, 1.37, 0.68)
H (-2.71, -0.22, 0.53)

Summary:
2S+1: 1
Total charge: 0
Orbital gap: 10.0472 eV


Verdict on stability: arrangement P comes out at the bottom.